100
Properties=species:S:1:pos:R:3:forces:R:3:lowdin_charge:R:1 method="wB97M-V/def2-TZVPD" orbital_gap_ev=8.7 total_charge=0 lumo_ev=-1.100 molar_mass_da=751.7 total_energy_ev=-101866.69202 smiles="O=C1c2ccccc2C(=O)c2ccccc21.CCCC#N.CCCC#N.CCCC#N.CCCC#N.CCCC#N.ClCCCl.ClCCCl"
O -2.199 2.017 0.727 -0.423 0.378 0.368 0.102
C -1.097 2.004 0.248 1.393 -0.583 -1.525 -0.277
C -0.006 2.996 0.524 -1.274 0.089 1.153 -0.079
C -0.358 4.054 1.357 0.226 1.087 -0.228 -0.010
C 0.597 4.977 1.763 0.918 -0.777 0.553 -0.053
C 1.958 4.745 1.485 -1.317 -0.375 0.321 -0.042
C 2.288 3.681 0.659 0.598 0.369 0.084 -0.002
C 1.320 2.816 0.160 0.578 0.498 -0.637 -0.086
C 1.729 1.810 -0.867 -1.088 -0.454 0.491 -0.281
O 2.839 1.716 -1.327 0.320 0.284 -0.068 0.118
C 0.648 0.830 -1.212 -0.603 0.157 -0.323 -0.067
C 0.984 -0.257 -2.002 0.820 -0.999 0.319 0.004
C 0.187 -1.397 -2.053 -0.807 0.976 -1.429 -0.050
C -1.145 -1.243 -1.708 -0.151 -0.152 1.266 -0.064
C -1.540 -0.131 -0.967 -0.480 0.285 -0.785 -0.009
C -0.673 0.920 -0.713 0.646 -0.602 0.661 -0.066
H -1.388 4.223 1.643 -0.088 -0.360 -0.028 0.109
H 0.395 5.758 2.484 -0.388 0.139 -0.220 0.077
H 2.651 5.343 2.061 0.442 0.062 -0.535 0.098
H 3.319 3.503 0.376 -0.018 -0.068 0.014 0.120
H 1.930 -0.285 -2.528 0.080 0.118 0.415 0.082
H 0.477 -2.277 -2.615 0.285 0.063 0.046 0.088
H -1.873 -2.019 -1.909 0.075 -0.080 0.074 0.088
H -2.573 -0.025 -0.663 0.055 -0.037 0.171 0.097
C 4.236 4.551 4.889 -0.213 -0.540 1.786 -0.098
C 3.602 4.447 6.311 0.503 0.635 -0.585 -0.244
C 2.059 4.485 6.384 0.800 0.244 1.067 -0.174
C 1.542 5.548 5.530 -0.326 -0.418 -0.137 -0.246
N 1.161 6.419 4.885 0.044 -0.004 -0.033 0.183
H 4.059 5.537 4.471 -0.331 -0.199 -0.425 0.064
H 3.890 3.686 4.329 0.109 0.327 -0.650 0.074
H 5.307 4.480 5.079 0.085 -0.163 -0.386 0.070
H 4.011 5.304 6.850 -0.228 -0.048 0.275 0.106
H 3.975 3.556 6.813 -0.139 -0.084 0.001 0.106
H 1.782 4.764 7.407 0.022 0.110 -0.020 0.121
H 1.623 3.489 6.312 -0.263 0.151 -0.890 0.120
C -4.583 -1.985 -0.305 -0.407 0.466 0.747 -0.103
C -5.565 -1.056 0.454 0.224 -0.684 -0.894 -0.249
C -6.189 -1.821 1.618 -0.157 0.341 0.923 -0.201
C -5.235 -2.027 2.715 -0.025 -0.362 -0.443 -0.236
N -4.472 -2.214 3.548 0.205 0.058 0.270 0.150
H -5.109 -2.925 -0.468 0.342 -0.181 -0.180 0.076
H -3.710 -2.120 0.335 0.063 -0.373 -0.139 0.076
H -4.248 -1.571 -1.254 -0.128 0.067 -0.044 0.061
H -6.364 -0.787 -0.237 -0.025 0.293 0.122 0.112
H -5.020 -0.172 0.782 -0.253 0.153 0.111 0.097
H -6.600 -2.785 1.317 0.197 -0.037 -0.142 0.120
H -7.024 -1.307 2.105 -0.048 0.220 -0.357 0.106
C 2.527 -5.057 -3.102 -0.268 1.378 0.454 -0.117
C 1.544 -5.905 -2.264 0.931 0.681 -0.523 -0.231
C 2.132 -6.431 -0.904 -0.141 -0.001 -2.005 -0.162
C 1.769 -7.829 -0.785 0.112 -0.438 0.788 -0.252
N 1.491 -8.934 -0.642 -0.048 0.055 -0.188 0.141
H 3.254 -5.571 -3.728 0.129 -0.428 0.491 0.078
H 3.011 -4.311 -2.463 0.421 -0.277 0.015 0.064
H 2.007 -4.403 -3.811 -0.347 -0.263 0.009 0.038
H 1.304 -6.693 -2.974 -0.745 -0.370 0.624 0.104
H 0.703 -5.268 -1.994 -0.348 -0.268 -0.418 0.096
H 1.729 -5.857 -0.077 0.260 0.028 0.159 0.118
H 3.212 -6.343 -1.015 0.068 -0.040 0.606 0.117
C 4.289 -1.286 -3.305 1.132 2.090 0.081 -0.100
C 5.189 -1.092 -4.527 0.012 -0.853 -0.980 -0.251
C 6.125 -2.270 -4.822 0.536 -0.868 0.696 -0.191
C 7.016 -2.625 -3.690 -0.194 0.481 0.040 -0.241
N 7.679 -2.885 -2.788 -0.044 -0.033 -0.122 0.133
H 3.694 -2.184 -3.207 -0.024 -0.100 -0.414 0.053
H 3.700 -0.366 -3.342 -0.563 -0.440 0.259 0.053
H 4.903 -1.125 -2.414 -0.076 -0.475 0.144 0.082
H 5.791 -0.183 -4.515 -0.063 0.053 0.670 0.114
H 4.577 -0.942 -5.420 -0.131 -0.273 0.019 0.098
H 6.788 -2.142 -5.678 -0.232 0.243 -0.151 0.113
H 5.575 -3.204 -4.974 -0.268 0.191 -0.299 0.112
C -1.745 -3.607 -4.457 -0.071 1.623 -0.290 -0.105
C -0.785 -4.252 -5.457 0.216 -0.318 1.245 -0.251
C -0.123 -3.423 -6.559 -0.944 -0.001 0.155 -0.172
C 0.751 -2.392 -5.980 -0.641 -0.271 -0.406 -0.211
N 1.409 -1.604 -5.471 0.283 0.172 0.165 0.177
H -1.394 -2.631 -4.103 0.423 -0.200 0.099 0.045
H -1.898 -4.231 -3.579 -0.038 -0.172 -0.114 0.077
H -2.713 -3.314 -4.873 -0.071 -0.546 -0.201 0.078
H -1.354 -5.090 -5.857 0.587 -0.235 -0.358 0.113
H 0.066 -4.581 -4.851 -0.251 -0.689 -0.075 0.081
H -0.937 -3.015 -7.163 0.428 0.486 -0.198 0.122
H 0.466 -4.088 -7.188 0.075 0.075 -0.054 0.118
Cl -2.294 2.846 4.417 -0.683 0.003 -0.039 0.561
C -1.537 4.382 4.867 1.470 -0.430 -0.227 -0.688
C -1.854 4.982 6.228 -0.093 0.667 -0.898 -0.660
Cl -1.819 3.782 7.507 0.133 -0.207 0.406 0.566
H -1.550 5.074 4.026 -0.778 0.254 0.232 0.066
H -0.486 4.087 4.845 0.045 0.131 0.416 0.024
H -2.788 5.536 6.282 -0.228 -0.371 -0.143 0.073
H -1.077 5.728 6.395 0.080 -0.119 0.187 0.052
Cl -5.514 4.248 3.054 0.188 -0.351 -0.057 0.530
C -5.571 2.727 2.117 0.135 -0.351 -1.016 -0.672
C -6.763 1.873 2.535 0.364 0.742 -0.089 -0.648
Cl -8.257 2.740 2.111 -0.503 0.230 0.263 0.544
H -4.618 2.194 2.145 -0.026 0.051 0.758 0.050
H -5.625 3.008 1.064 -0.398 0.161 0.064 0.066
H -6.679 1.722 3.610 -0.447 -0.203 -0.022 0.077
H -6.914 0.952 1.983 0.783 -0.193 0.107 0.026